{"formula": "C4H6O3S2", "method": "wB97M-V/def2-TZVPD", "elements": ["O", "C", "C", "C", "O", "C", "S", "S", "O", "H", "H", "H", "H", "H", "H"], "xyz": [[-2.694, -0.514, 0.486], [-1.615, 0.249, 0.980], [-0.349, 0.199, 0.172], [-0.072, 0.393, -1.110], [1.330, 0.209, -1.269], [1.911, 0.080, -0.040], [3.186, 1.444, 0.252], [2.840, -1.540, 0.088], [0.831, 0.048, 0.803], [-2.292, -1.457, 0.364], [-1.939, 1.325, 0.841], [-1.368, 0.027, 2.013], [-0.621, 0.509, -2.065], [2.875, 2.043, -0.921], [1.742, -2.181, 0.340]], "atomic_forces_ev_per_a": [[1.668, -2.885, -0.393], [-0.072, 2.032, -0.775], [-0.508, 0.364, -1.392], [0.518, -0.642, -1.226], [-0.804, 0.747, -1.773], [0.414, -0.632, -0.473], [-0.726, -0.363, -0.277], [0.944, 1.279, -0.078], [0.560, -0.241, 3.437], [-1.420, 2.333, 0.220], [0.093, -1.111, 0.788], [-0.053, 0.090, 0.239], [0.392, -0.060, 1.153], [0.069, -0.098, 0.345], [-1.076, -0.813, 0.206]], "e_lumo_ev": 0.428, "smiles": "OCC1=COC(S)(S)O1", "total_charge": 0, "largest_force_ev_per_a": 3.490, "de_lowest_kcal_mol": 3.00, "energy_ha": -1178.03010, "multiplicity": 1, "homo_lumo_gap_ev": 9.0}